No. 1
ORCA calculation (wB97M-V/def2-TZVPD) on C17H13CaIN4O2 as an isolated structure.

The geometry in ORCA input format:
```
! RIJCOSX wB97M-V def2-TZVPD def2/J DEFGRID3
* xyz 0 1
I 0.019 -2.537 2.271
Ca -0.094 0.055 0.058
O -1.485 3.324 0.625
O -1.972 1.382 -0.146
N -0.499 -1.971 -1.354
N 0.465 -2.546 -1.887
N 0.154 0.365 2.566
N -1.105 2.220 0.319
C -4.246 -3.858 -1.534
C -4.135 -2.517 -1.202
C 3.298 -0.305 -1.090
C 0.232 -0.728 3.310
C -1.749 -2.659 -1.450
C 1.737 -1.916 -1.789
C -2.885 -1.916 -1.154
C 0.422 -0.721 4.681
C 4.301 -0.964 -1.797
C 2.723 -2.604 -2.500
C 4.018 -2.122 -2.509
C 0.251 1.553 3.177
C 0.531 0.513 5.301
C 0.441 1.669 4.542
C -1.854 -4.007 -1.780
C -3.104 -4.599 -1.820
C 1.968 -0.740 -1.049
H -0.957 -4.569 -2.000
H 4.795 -2.637 -3.060
H 2.451 -3.505 -3.037
H -3.191 -5.647 -2.075
H -5.219 -4.330 -1.569
H 5.312 -0.571 -1.791
H 0.479 -1.645 5.236
H 3.582 0.595 -0.551
H 0.512 2.647 4.994
H 0.679 0.567 6.372
H -2.797 -0.863 -0.909
H -5.019 -1.933 -0.982
H 0.160 2.423 2.539
*
```

The value obtained for the relative energy (zero: lowest compared OMol25 entry of this formula, charge and spin) is 5.4 kcal/mol. The HOMO-LUMO gap comes out at 7.788 eV.

Electronic structure analysis, natural (NBO) charges in units of e: number 1, I, carries 0.18; number 2, Ca, carries 1.70; number 3, O, carries -0.40; number 4, O, carries -0.66; number 5, N, carries -0.34; number 6, N, carries -0.14; number 7, N, carries -0.57; number 8, N, carries 0.18; number 9, C, carries -0.21; number 10, C, carries -0.19; number 11, C, carries -0.26; number 12, C, carries 0.09; number 13, C, carries 0.17; number 14, C, carries 0.08; number 15, C, carries -0.25; number 16, C, carries -0.27; number 17, C, carries -0.19; number 18, C, carries -0.20; number 19, C, carries -0.25; number 20, C, carries 0.06; number 21, C, carries -0.13; number 22, C, carries -0.25; number 23, C, carries -0.25; number 24, C, carries -0.20; number 25, C, carries -0.56; number 26, H, carries 0.24; number 27, H, carries 0.21; number 28, H, carries 0.21; number 29, H, carries 0.22; number 30, H, carries 0.22; number 31, H, carries 0.20; number 32, H, carries 0.24; number 33, H, carries 0.19; number 34, H, carries 0.24; number 35, H, carries 0.23; number 36, H, carries 0.23; number 37, H, carries 0.22; number 38, H, carries 0.23

***

No. 2
ORCA calculation (wB97M-V/def2-TZVPD) on a 7-piece molecular cluster, C25H56BNO9S6 overall.

The geometry in ORCA input format:
```
! RIJCOSX wB97M-V def2-TZVPD def2/J DEFGRID3
* xyz 0 1
S 3.784 2.876 -0.300
S -0.751 2.239 -6.909
S -2.228 2.125 7.548
S -0.929 -4.859 -2.195
S 3.663 -6.026 -3.130
S -0.522 6.381 -1.614
O -2.003 -1.486 0.691
O 3.214 -1.634 1.925
O -1.384 2.524 -5.597
O -1.416 1.323 6.600
O -1.039 5.271 -0.767
O 2.949 -7.069 -2.343
O -0.597 -3.405 -2.186
O 4.313 4.268 -0.330
O 0.602 -0.963 -2.455
N -1.237 0.501 -1.624
C 4.860 -5.276 -2.022
C 4.857 -6.879 -4.162
C -1.900 0.379 -2.919
C -1.366 -2.554 3.247
C -2.405 -5.023 -1.191
C -2.866 0.982 8.777
C -2.070 -0.175 3.879
C 0.226 -1.015 0.013
C 1.550 -1.076 0.342
C 0.696 7.259 -0.630
C -3.264 0.782 4.007
C -0.796 -1.491 0.977
C -1.355 0.628 -7.425
C 0.645 5.645 -2.764
C -2.514 -1.594 3.578
C -0.337 -2.035 2.291
C -3.668 1.336 2.630
C -1.056 2.936 8.641
C 0.989 -2.064 2.566
C -1.662 3.184 -8.136
C 2.016 -1.592 1.634
C 2.492 2.844 0.944
C 4.966 1.899 0.634
C 0.199 -5.616 -1.033
C -0.576 1.824 -1.547
B -0.179 -0.479 -1.423
H -2.443 0.616 -7.364
H 5.456 -7.547 -3.545
H -0.367 2.194 9.043
H 4.569 0.893 0.779
H 1.358 -2.453 3.504
H -4.743 1.340 2.484
H -1.327 2.604 -1.516
H 5.153 2.381 1.593
H -3.224 -4.549 -1.726
H -4.099 0.197 4.392
H -3.038 1.561 4.711
H 0.164 7.752 0.181
H -1.227 0.558 -3.757
H 4.306 -4.727 -1.264
H -1.595 3.440 9.443
H 1.420 6.548 -0.231
H 0.079 5.008 -3.442
H -3.352 1.542 9.575
H 5.489 -4.588 -2.585
H -1.317 2.910 -9.134
H -0.060 -6.666 -0.903
H -1.424 0.199 3.087
H 2.305 -0.767 -0.367
H 1.191 8.004 -1.253
H 5.487 -6.145 -4.665
H -3.593 0.343 8.281
H -2.620 -6.081 -1.044
H 1.198 -5.543 -1.453
H -1.498 -0.147 4.801
H -2.688 1.125 -2.982
H -0.938 -0.109 -6.743
H 5.458 -6.058 -1.555
H -2.727 2.986 -8.026
H -2.366 -0.598 -3.017
H -1.020 0.423 -8.441
H 5.885 1.854 0.054
H 2.159 1.817 1.095
H -3.308 2.351 2.497
H -0.510 3.667 8.049
H -3.251 -1.586 2.783
H 1.144 6.435 -3.324
H 2.879 3.266 1.871
H 0.143 -1.740 -2.809
H -0.848 -2.792 4.174
H 0.004 1.867 -0.631
H -1.459 4.236 -7.953
H 0.111 1.987 -2.381
H -2.249 -4.519 -0.237
H -1.763 -3.495 2.869
H 1.370 5.052 -2.207
H 4.302 -7.453 -4.900
H -3.237 0.735 1.835
H 1.668 3.453 0.575
H -2.047 0.380 9.169
H -3.003 -1.976 4.474
H 0.146 -5.080 -0.085
*
```

The value obtained for the relative energy (zero: lowest compared OMol25 entry of this formula, charge and spin) is 0.0 kcal/mol. The HOMO-LUMO gap comes out at 6.968 eV.

Electronic structure analysis, Löwdin charges in units of e: number 1, S, carries 0.79; number 2, S, carries 0.80; number 3, S, carries 0.81; number 4, S, carries 0.86; number 5, S, carries 0.80; number 6, S, carries 0.80; number 7, O, carries 0.11; number 8, O, carries 0.07; number 9, O, carries -0.56; number 10, O, carries -0.54; number 11, O, carries -0.56; number 12, O, carries -0.56; number 13, O, carries -0.54; number 14, O, carries -0.57; number 15, O, carries 0.13; number 16, N, carries -0.09; number 17, C, carries -0.26; number 18, C, carries -0.27; number 19, C, carries -0.08; number 20, C, carries -0.14; number 21, C, carries -0.25; number 22, C, carries -0.27; number 23, C, carries -0.22; number 24, C, carries 0.03; number 25, C, carries 0.06; number 26, C, carries -0.27; number 27, C, carries -0.24; number 28, C, carries -0.27; number 29, C, carries -0.27; number 30, C, carries -0.26; number 31, C, carries -0.20; number 32, C, carries -0.13; number 33, C, carries -0.09; number 34, C, carries -0.27; number 35, C, carries 0.07; number 36, C, carries -0.27; number 37, C, carries -0.38; number 38, C, carries -0.26; number 39, C, carries -0.26; number 40, C, carries -0.25; number 41, C, carries -0.06; number 42, B, carries -0.57; number 43, H, carries 0.06; number 44, H, carries 0.06; number 45, H, carries 0.06; number 46, H, carries 0.04; number 47, H, carries 0.12; number 48, H, carries 0.06; number 49, H, carries 0.08; number 50, H, carries 0.06; number 51, H, carries 0.05; number 52, H, carries 0.10; number 53, H, carries 0.06; number 54, H, carries 0.05; number 55, H, carries 0.06; number 56, H, carries 0.05; number 57, H, carries 0.05; number 58, H, carries 0.05; number 59, H, carries 0.05; number 60, H, carries 0.05; number 61, H, carries 0.06; number 62, H, carries 0.05; number 63, H, carries 0.06; number 64, H, carries 0.11; number 65, H, carries 0.12; number 66, H, carries 0.05; number 67, H, carries 0.05; number 68, H, carries 0.05; number 69, H, carries 0.06; number 70, H, carries 0.02; number 71, H, carries 0.09; number 72, H, carries 0.09; number 73, H, carries 0.05; number 74, H, carries 0.06; number 75, H, carries 0.06; number 76, H, carries 0.09; number 77, H, carries 0.05; number 78, H, carries 0.05; number 79, H, carries 0.04; number 80, H, carries 0.07; number 81, H, carries 0.05; number 82, H, carries 0.10; number 83, H, carries 0.05; number 84, H, carries 0.06; number 85, H, carries 0.07; number 86, H, carries 0.11; number 87, H, carries 0.07; number 88, H, carries 0.05; number 89, H, carries 0.09; number 90, H, carries 0.05; number 91, H, carries 0.12; number 92, H, carries 0.05; number 93, H, carries 0.05; number 94, H, carries 0.06; number 95, H, carries 0.04; number 96, H, carries 0.06; number 97, H, carries 0.11; number 98, H, carries 0.06

***

No. 3
ORCA calculation (wB97M-V/def2-TZVPD) on C35H42N6O3SSbSe4W as an isolated structure.

The geometry in ORCA input format:
```
! RIJCOSX wB97M-V def2-TZVPD def2/J DEFGRID3
* xyz 1 3
W 0.309 -0.953 0.131
Sb 1.984 -4.565 -1.996
Se 0.725 -3.233 0.210
Se 0.099 -5.518 -3.066
Se 2.948 -2.632 -3.182
Se 3.577 -5.680 -0.657
S 0.173 1.738 -0.069
O 2.286 -0.388 0.216
O -0.644 2.039 4.575
O 0.323 -0.742 -1.899
N -1.767 -1.302 -0.060
N -0.394 2.500 2.385
N -2.137 2.665 0.842
N 0.388 -0.961 2.285
N 2.140 -0.231 -4.611
N 4.169 -0.005 -1.544
C -2.220 3.579 3.699
C -2.746 -3.662 -5.637
C 5.508 -1.274 1.597
C 4.566 0.386 -2.896
C -2.494 -2.477 -3.434
C 1.524 -1.452 -4.493
C 3.169 -0.791 1.082
C 3.853 -1.621 3.247
C -4.897 1.533 0.501
C 4.955 -0.398 -0.603
C -1.974 -2.828 -4.654
C 4.535 -0.815 0.702
C 5.191 -1.694 2.875
C -0.890 2.349 1.115
C -2.769 2.519 -0.473
C -0.855 -1.044 3.091
C -3.292 3.245 4.523
C 3.589 1.402 -3.479
C 2.834 -1.189 2.396
C 2.167 0.883 -3.684
C 1.486 -1.157 2.933
C -4.275 2.655 -0.323
C 6.241 -2.190 3.829
C -2.327 -1.661 -1.175
C -0.654 -2.449 -4.913
C -2.530 -1.578 1.169
C 0.131 -1.720 -4.031
C -1.729 -1.796 -2.468
C -1.068 2.649 3.626
C -2.134 -0.691 2.342
C -3.272 5.670 3.154
C -4.353 5.323 3.954
C -0.404 -1.394 -2.768
C -2.205 4.796 3.017
C -4.365 4.113 4.637
H -0.933 -2.063 3.479
H 7.128 -2.524 3.294
H 1.726 -2.038 -5.379
H -5.187 6.004 4.055
H -5.205 3.854 5.267
H 1.544 1.700 -4.057
H 3.577 -1.933 4.249
H -0.759 -0.364 3.939
H 0.519 2.074 2.490
H 6.544 -1.405 4.524
H -0.212 -2.760 -5.853
H -4.513 3.631 0.113
H -3.269 2.310 5.069
H -1.354 5.062 2.401
H -4.705 2.660 -1.326
H 1.727 0.557 -2.745
H 4.592 -0.522 -3.503
H 3.172 -0.075 -1.323
H 2.865 -0.212 -5.310
H 5.573 0.799 -2.850
H -2.366 3.276 -1.147
H 1.419 -1.344 4.006
H 4.001 1.745 -4.432
H -3.257 6.624 2.644
H -2.498 1.541 -0.874
H -2.658 -4.720 -5.383
H -2.114 0.348 2.011
H -2.360 -2.629 1.426
H -5.975 1.661 0.587
H -2.366 -3.532 -6.649
H -2.697 3.097 1.565
H -3.366 -1.992 -1.117
H -4.491 1.494 1.515
H -3.596 -1.453 0.963
H 6.541 -1.309 1.267
H 3.541 2.280 -2.831
H -2.937 -0.754 3.081
H -4.710 0.566 0.029
H -3.504 -2.776 -3.174
H 5.870 -3.030 4.415
H -3.804 -3.401 -5.636
H 6.020 -0.402 -0.820
*
```

The value obtained for the relative energy (zero: lowest compared OMol25 entry of this formula, charge and spin) is 0.0 kcal/mol. The expectation value of S² is 2.054. The HOMO-LUMO gap (alpha / beta) comes out at 5.515 / 5.644 eV.

Electronic structure analysis, Löwdin charges in units of e: number 1, W, carries 1.09; number 2, Sb, carries -0.15; number 3, Se, carries 0.27; number 4, Se, carries -0.04; number 5, Se, carries 0.44; number 6, Se, carries -0.11; number 7, S, carries 0.72; number 8, O, carries -0.31; number 9, O, carries 0.13; number 10, O, carries -0.32; number 11, N, carries -0.17; number 12, N, carries 0.11; number 13, N, carries 0.04; number 14, N, carries -0.15; number 15, N, carries -0.04; number 16, N, carries 0.07; number 17, C, carries -0.18; number 18, C, carries -0.04; number 19, C, carries 0.04; number 20, C, carries -0.17; number 21, C, carries 0.01; number 22, C, carries -0.38; number 23, C, carries -0.28; number 24, C, carries 0.05; number 25, C, carries -0.09; number 26, C, carries 0.04; number 27, C, carries -0.28; number 28, C, carries -0.09; number 29, C, carries -0.24; number 30, C, carries -0.76; number 31, C, carries -0.19; number 32, C, carries -0.18; number 33, C, carries -0.01; number 34, C, carries -0.15; number 35, C, carries -0.12; number 36, C, carries -0.19; number 37, C, carries -0.09; number 38, C, carries -0.23; number 39, C, carries -0.03; number 40, C, carries -0.08; number 41, C, carries 0.01; number 42, C, carries -0.20; number 43, C, carries -0.17; number 44, C, carries -0.12; number 45, C, carries -0.39; number 46, C, carries -0.18; number 47, C, carries -0.05; number 48, C, carries -0.05; number 49, C, carries -0.31; number 50, C, carries -0.04; number 51, C, carries -0.05; number 52, H, carries 0.13; number 53, H, carries 0.08; number 54, H, carries 0.09; number 55, H, carries 0.11; number 56, H, carries 0.11; number 57, H, carries 0.13; number 58, H, carries 0.13; number 59, H, carries 0.10; number 60, H, carries 0.13; number 61, H, carries 0.09; number 62, H, carries 0.13; number 63, H, carries 0.11; number 64, H, carries 0.13; number 65, H, carries 0.13; number 66, H, carries 0.12; number 67, H, carries 0.08; number 68, H, carries 0.06; number 69, H, carries 0.11; number 70, H, carries 0.14; number 71, H, carries 0.13; number 72, H, carries 0.13; number 73, H, carries 0.15; number 74, H, carries 0.12; number 75, H, carries 0.11; number 76, H, carries 0.10; number 77, H, carries 0.08; number 78, H, carries 0.08; number 79, H, carries 0.13; number 80, H, carries 0.08; number 81, H, carries 0.08; number 82, H, carries 0.11; number 83, H, carries 0.14; number 84, H, carries 0.06; number 85, H, carries 0.11; number 86, H, carries 0.13; number 87, H, carries 0.12; number 88, H, carries 0.13; number 89, H, carries 0.07; number 90, H, carries 0.13; number 91, H, carries 0.09; number 92, H, carries 0.08; number 93, H, carries 0.16

***

No. 4
ORCA calculation (wB97M-V/def2-TZVPD) on C4H7NO2 as an isolated structure.

The geometry in ORCA input format:
```
! RIJCOSX wB97M-V def2-TZVPD def2/J DEFGRID3
* xyz 0 1
O 1.521 0.991 -0.409
O -1.139 -0.500 1.535
N 1.017 -1.232 -0.145
C -0.072 -0.969 -0.878
C -1.208 0.146 0.318
C -0.603 1.373 0.169
C 1.811 -0.149 -0.003
H -0.007 -0.289 -1.730
H -0.771 1.965 -0.723
H -0.777 -1.793 -0.984
H -0.085 1.847 0.993
H -0.312 -1.015 1.537
H 2.727 -0.307 0.585
H -2.105 -0.068 -0.265
*
```

The value obtained for the relative energy (zero: lowest compared OMol25 entry of this formula, charge and spin) is 85.9 kcal/mol. The HOMO-LUMO gap comes out at 9.076 eV.

Electronic structure analysis, natural (NBO) charges in units of e: number 1, O, carries -0.60; number 2, O, carries -0.72; number 3, N, carries -0.60; number 4, C, carries -0.07; number 5, C, carries 0.00; number 6, C, carries -0.16; number 7, C, carries 0.47; number 8, H, carries 0.19; number 9, H, carries 0.22; number 10, H, carries 0.20; number 11, H, carries 0.23; number 12, H, carries 0.49; number 13, H, carries 0.13; number 14, H, carries 0.21

***

| no. | total energy (eV) |
| --- | --- |
| 1 | -54432.866 |
| 2 | -112434.711 |
| 3 | -332642.015 |
| 4 | -9843.553 |